# 1
The following is a DFT calculation (wB97M-V/def2-TZVPD) of the molecule C11H12N2O4S at a distorted geometry.

The calculation puts the maximum force at 3.49 eV/Å. The highest occupied orbital energy is -8.5 eV. The energy relative to the best compared isomer or geometry (same formula, charge and spin) comes out at 0.0 kcal/mol. As for the structure (SMILES): Cc1ccc(NC2=CS(=O)(=O)C[C@H]2[N+](=O)[O-])cc1. As for the orbital gap: 0.2900 Eh.

Structure (ORCA input):
```
! wB97M-V def2-TZVPD RIJCOSX def2/J DEFGRID3
* xyz 0 1
S -1.3168 4.2991 0.4723
O -2.0298 5.2685 1.3052
O 2.4304 1.5753 1.8569
O -1.1594 4.6741 -0.9207
O 0.7639 1.9374 3.2310
N 1.2602 1.9407 2.1026
N -1.1078 0.4333 0.7757
C -0.1151 -0.5213 0.4961
C 1.9195 -2.3462 -0.1726
C 0.4696 2.4716 0.9759
C 0.9053 -2.7749 0.7225
C 3.0049 -3.3153 -0.5246
C -1.9568 2.6350 0.6258
C -0.0875 -1.8525 1.0621
C 1.8793 -1.0444 -0.7356
C 0.8491 -0.1655 -0.4480
C 0.3035 3.9882 1.1282
C -0.8961 1.8007 0.7894
H 3.2367 -3.9960 0.3145
H 0.9924 4.5523 0.5063
H 2.6421 -0.8470 -1.5060
H 2.7416 -3.9493 -1.3723
H 3.8932 -2.8009 -0.7791
H 0.7090 0.7244 -1.0509
H -0.8286 -2.1700 1.7831
H 1.0805 2.3133 0.0905
H 0.9308 -3.7660 1.2328
H 0.2971 4.3410 2.1561
H -2.9757 2.3868 0.5584
H -1.9602 0.0830 1.1999
*
```

=====

# 2
The following is a DFT calculation (wB97M-V/def2-TZVPD) of the ion C11H12NO with charge +1 at a distorted geometry.

The calculation puts the maximum force at 4.22 eV/Å. The highest occupied orbital energy is -12.8 eV. The energy relative to the best compared isomer or geometry (same formula, charge and spin) comes out at 88.7 kcal/mol. As for the structure (SMILES): C=C/C=[N+](\C(=C)O)c1ccccc1. As for the orbital gap: 0.2861 Eh.

Structure (ORCA input):
```
! wB97M-V def2-TZVPD RIJCOSX def2/J DEFGRID3
* xyz 1 1
O 2.0751 1.6593 -0.5521
N 0.5355 0.0670 0.0858
C 0.5813 2.3819 1.1775
C 3.5072 -2.0639 -0.2990
C -3.5493 -0.2299 -0.0523
C -1.5300 0.7007 -0.8542
C -1.4654 -1.2083 0.6553
C -2.8021 -1.3146 0.4707
C 1.0039 1.4709 0.3072
C -0.8366 -0.1548 0.0440
C -2.9543 0.7146 -0.8388
C 2.8363 -0.9674 -0.0106
C 1.3939 -0.8451 -0.2585
H -0.7436 -1.8014 1.1337
H 0.8265 -1.7644 -0.6466
H -4.6885 -0.3257 -0.0048
H 3.4656 -0.1145 0.3891
H 1.0261 3.3830 1.3241
H 2.0677 2.5305 -0.8693
H -3.2377 -2.1416 0.9178
H -1.0904 1.4087 -1.5097
H -0.2424 2.1645 1.7556
H 2.9889 -2.7769 -0.9270
H -3.6631 1.2907 -1.3501
H 4.4954 -2.0635 -0.0879
*
```

=====

# 3
The following is a DFT calculation (wB97M-V/def2-TZVPD) of a structure of composition C11H12NO2 at a distorted geometry.

The calculation puts the maximum force at 2.43 eV/Å. The highest occupied orbital energy (alpha / beta) is -8.8 / -8.9 eV. The energy relative to the best compared isomer or geometry (same formula, charge and spin) comes out at 27.8 kcal/mol. As for the orbital gap (alpha / beta): 0.3248 / 0.2219 Eh.

Structure (ORCA input):
```
! wB97M-V def2-TZVPD RIJCOSX def2/J DEFGRID3
* xyz 0 2
O -1.1887 -0.4979 3.2420
O -2.0995 -0.5235 1.1708
N 0.0503 -1.5498 0.4930
C 1.3525 0.3661 -2.3323
C -2.7172 1.2222 2.6680
C -0.9744 -1.1614 -1.7905
C 1.1451 -0.2725 -1.0986
C -1.9399 -0.0752 2.3723
C -0.0036 -1.0493 -0.8079
C -0.8425 -0.4396 -2.9788
C 1.8112 -0.2115 0.1581
C 1.0892 -0.9961 1.1161
C 0.2681 0.3964 -3.1792
C 2.9807 0.6725 0.3571
H 3.6152 0.5035 1.2193
H -1.5247 -2.1012 -1.7432
H 2.3688 0.6874 -2.4951
H 2.6561 1.7053 0.4398
H -3.1742 1.0861 3.6467
H 3.5866 0.7050 -0.5534
H -1.9132 1.9534 2.6283
H 1.4694 -1.3047 2.0757
H -1.0285 -1.2376 0.9653
H -3.6114 1.3699 2.0662
H 0.3663 0.9551 -4.1030
H -1.7417 -0.2023 -3.5367
*
```

=====

# 4
The following is a DFT calculation (wB97M-V/def2-TZVPD) of the molecule C11H12O at a distorted geometry.

The calculation puts the maximum force at 4.09 eV/Å. The highest occupied orbital energy is -9.0 eV. The energy relative to the best compared isomer or geometry (same formula, charge and spin) comes out at 59.1 kcal/mol. As for the structure (SMILES): CC1(C)O[C@@]12Cc1ccccc12. As for the orbital gap: 0.3630 Eh.

Structure (ORCA input):
```
! wB97M-V def2-TZVPD RIJCOSX def2/J DEFGRID3
* xyz 0 1
O 1.7582 -1.0197 -0.6894
C -0.0862 -1.5251 -2.2550
C 1.5865 0.3780 -2.6733
C 0.8827 -0.5571 -1.6617
C 0.9182 1.3506 0.3040
C -1.5750 0.6600 3.0724
C -0.0441 1.0077 1.3175
C -0.3440 -0.3289 0.9392
C -0.7482 1.5379 2.3785
C 0.7551 -0.1072 -0.3178
C -1.1881 -1.2469 1.5341
C -1.8698 -0.6309 2.6564
H -0.8022 2.6286 2.6390
H -2.2425 1.0910 3.7438
H 2.1873 1.1175 -2.0541
H 1.8884 1.6033 0.5534
H -0.7650 -1.0404 -2.9666
H 2.1371 -0.2068 -3.3214
H 0.3441 -2.4191 -2.6637
H -0.6757 -1.7931 -1.3879
H -1.1675 -2.2859 1.2892
H 0.8834 0.8979 -3.3088
H 0.6351 2.1750 -0.4185
H -2.4681 -1.2865 3.2908
*
```

=====

# 5
The following is a DFT calculation (wB97M-V/def2-TZVPD) of the molecule C11H12O2 at a distorted geometry.

The calculation puts the maximum force at 2.87 eV/Å. The highest occupied orbital energy is -9.2 eV. The energy relative to the best compared isomer or geometry (same formula, charge and spin) comes out at 41.8 kcal/mol. As for the structure (SMILES): O=C1C[C@@H](Cc2ccccc2)CO1. As for the orbital gap: 0.3660 Eh.

Structure (ORCA input):
```
! wB97M-V def2-TZVPD RIJCOSX def2/J DEFGRID3
* xyz 0 1
O -2.3475 3.1485 1.6822
O -2.1486 2.9357 -0.6255
C -1.2664 1.1375 0.6004
C 0.9245 -0.7203 -0.2865
C -2.0159 2.5438 0.7175
C -0.1307 1.6383 -0.3656
C 1.8284 -0.8367 0.8505
C 1.9099 -2.0787 1.6294
C 0.1055 -1.8838 -0.6797
C 0.2023 -3.1203 0.0777
C 0.7521 0.5674 -1.1383
C -1.1096 2.3142 -1.4386
C 1.0847 -3.2026 1.2315
H -1.9396 0.4718 0.0067
H -0.4150 -3.9803 -0.2583
H 2.4722 0.0292 1.1407
H 2.5876 -2.1914 2.5051
H -0.5571 -1.7831 -1.5749
H 0.1672 0.3089 -2.0651
H 0.4027 2.5249 0.0831
H 1.7099 1.0470 -1.4579
H -1.0093 0.8169 1.6344
H 1.1078 -4.1674 1.7898
H -1.6946 1.4667 -1.9025
H -0.6206 3.0140 -2.1561
*
```

=====

# 6
The following is a DFT calculation (wB97M-V/def2-TZVPD) of the molecule C11H12O2S2 at a distorted geometry.

The calculation puts the maximum force at 4.57 eV/Å. The highest occupied orbital energy (alpha / beta) is -5.5 / -9.1 eV. As for the orbital gap (alpha / beta): 0.2259 / 0.2707 Eh.

Structure (ORCA input):
```
! wB97M-V def2-TZVPD RIJCOSX def2/J DEFGRID3
* xyz 0 3
S -2.7319 1.3471 -0.2168
S -1.6904 -0.9680 -1.5584
O -0.3986 -1.9269 -0.9826
O -0.2653 -1.8424 1.3169
C 3.5989 0.8976 -0.2733
C 2.3547 1.3842 -0.7054
C 3.6866 -0.3266 0.3076
C 0.1325 -1.4410 0.2539
C -2.5054 1.3151 1.6372
C 1.2390 0.5798 -0.7399
C 2.4741 -1.0300 0.5787
C -1.2432 0.4101 -0.5460
C -2.9209 -1.8316 -0.5113
C 1.2354 -0.5647 0.0908
C -0.1020 1.1938 -1.0986
H 2.3582 2.3040 -1.1985
H 4.5708 1.3780 -0.2733
H 2.6366 -1.8924 1.1406
H -3.0106 2.2462 2.0134
H -2.3948 -2.1542 0.3214
H -0.2363 2.2538 -0.6399
H -3.3831 -2.5910 -1.0246
H -3.7122 -1.2459 -0.2540
H -2.9677 0.4928 2.1507
H -1.4309 1.3001 1.8958
H -0.0080 1.3963 -2.2679
H 4.7146 -0.6843 0.5836
*
```

=====

# 7
The following is a DFT calculation (wB97M-V/def2-TZVPD) of a structure of composition C11H12O9Rb at a distorted geometry.

The calculation puts the maximum force at 7.70 eV/Å. The highest occupied orbital energy (alpha / beta) is -0.2 / 0.4 eV. As for the orbital gap (alpha / beta): 0.1318 / 0.1099 Eh.

Structure (ORCA input):
```
! wB97M-V def2-TZVPD RIJCOSX def2/J DEFGRID3
* xyz -2 2
Rb 0.9546 -0.1204 -0.0449
O -1.9912 0.6603 1.7685
O -1.9146 4.9847 0.2089
O 1.7300 -4.7423 -2.2283
O -1.7613 -0.5848 -1.3986
O 0.1027 7.2367 0.2956
O 1.3238 2.0761 1.5341
O 0.3374 -4.8974 -0.5452
O 2.8975 4.2566 2.3671
O 1.2412 -2.8633 -0.8746
C -0.6948 4.8674 0.5024
C -2.2414 -0.5935 1.1456
C 0.9210 3.2063 1.3652
C -0.3587 3.5712 0.7625
C 0.3167 6.0272 0.7726
C 1.0990 -4.0742 -1.1957
C 1.8418 4.4441 1.7578
C 1.4671 5.8252 1.3365
C 2.5680 -4.0177 -3.0728
C -0.6922 -4.5648 0.3568
C -2.7493 -0.8124 -0.3933
H -1.0618 2.7866 0.5250
H -2.8971 -1.0730 1.8724
H 2.3463 -2.9507 -3.0925
H -0.8140 -5.4150 1.0279
H -1.3498 -1.2158 1.2227
H -3.6910 -0.3083 -0.6106
H 3.6253 -4.0771 -2.8145
H -1.5949 -4.5555 -0.2541
H -3.0517 -1.8572 -0.4647
H 2.4588 -4.2258 -4.1372
H 2.1831 6.6296 1.4186
H -0.5507 -3.6229 0.8868
*
```

=====

# 8
The following is a DFT calculation (wB97M-V/def2-TZVPD) of a structure of composition C11H13AgN4S3Se.

The calculation puts the maximum force at 0.93 eV/Å. The highest occupied orbital energy is -7.6 eV. The energy relative to the best compared isomer or geometry (same formula, charge and spin) comes out at 0.0 kcal/mol. As for the orbital gap: 0.2881 Eh.

Structure (ORCA input):
```
! wB97M-V def2-TZVPD RIJCOSX def2/J DEFGRID3
* xyz 0 1
Ag -1.1424 -0.2505 -1.0254
Se -3.5100 -3.9274 -2.8681
S -3.4461 1.1181 -0.7953
S 1.0017 0.3679 0.0676
S -1.8516 1.6613 -3.2580
N 0.6997 -2.1662 0.7943
N -3.7704 -0.0230 -3.1991
N -1.4452 -2.3931 -1.4866
N 1.7955 -0.8850 2.3091
C 2.3738 0.2598 2.9324
C 3.7832 2.2025 2.8961
C 3.2099 1.1250 2.2387
C 3.5429 2.4055 4.2489
C -2.2487 -3.0463 -2.0325
C -3.1504 0.8570 -2.4060
C 1.1681 -0.9551 1.1130
C 2.7271 1.5264 4.9441
C 2.1385 0.4567 4.2855
C -3.0593 -0.3968 -4.4158
C -2.3233 0.8649 -4.8334
H 1.7340 -1.7015 2.8956
H -4.4105 -0.6764 -2.7671
H -1.4359 0.6568 -5.4245
H 0.6962 -2.9135 1.4687
H 0.1549 -2.3089 -0.0542
H 2.5397 1.6781 5.9992
H 4.4292 2.8783 2.3511
H 3.9961 3.2452 4.7612
H -2.9722 1.5475 -5.3786
H 3.4144 0.9534 1.1914
H -2.3661 -1.2128 -4.1932
H 1.4836 -0.2210 4.8230
H -3.7563 -0.7271 -5.1821
*
```

=====

# 9
The following is a DFT calculation (wB97M-V/def2-TZVPD) of a structure of composition C11H13BBrNPd at a distorted geometry.

The calculation puts the maximum force at 10.75 eV/Å. The highest occupied orbital energy (alpha / beta) is 0.1 / 0.1 eV. The energy relative to the best compared isomer or geometry (same formula, charge and spin) comes out at 0.0 kcal/mol. As for the orbital gap (alpha / beta): 0.1917 / 0.1575 Eh.

Structure (ORCA input):
```
! wB97M-V def2-TZVPD RIJCOSX def2/J DEFGRID3
* xyz -2 3
Pd 1.3720 -0.5176 0.0459
Br 1.8884 2.0864 1.7721
N -0.0339 -1.4355 1.7846
C 2.8073 -1.4715 -0.9600
C -2.8304 0.3548 0.1073
C -1.8007 2.2689 -0.7069
C 1.5290 -2.1820 -1.0092
C 0.3795 -1.5312 2.8713
C -2.4238 1.1722 1.2315
C 2.5946 -0.2054 -1.5712
C -2.4744 1.0439 -1.0826
C -1.8019 2.3561 0.7227
C 0.5175 -1.2963 -1.6349
C 1.1742 -0.0958 -1.9444
B 0.9837 -1.6357 4.3146
H -1.2954 3.0982 1.3105
H 3.6978 -1.8460 -0.5555
H -3.2620 -0.6422 0.1857
H -1.2857 2.9548 -1.3914
H 3.2857 0.6494 -1.4970
H 1.3361 -3.1240 -0.5707
H 2.0416 -1.0264 4.4536
H 0.1399 -1.1957 5.0781
H -2.4456 0.8644 2.2727
H 0.6450 0.7793 -2.3149
H 1.1349 -2.8084 4.4704
H -2.5876 0.6694 -2.1105
H -0.5221 -1.4776 -1.7048
*
```

=====

# 10
The following is a DFT calculation (wB97M-V/def2-TZVPD) of a structure of composition C11H13BrHgO3S at a distorted geometry.

The calculation puts the maximum force at 1.54 eV/Å. The highest occupied orbital energy is -0.1 eV. As for the orbital gap: 0.1837 Eh.

Structure (ORCA input):
```
! wB97M-V def2-TZVPD RIJCOSX def2/J DEFGRID3
* xyz -2 1
Hg -0.1778 0.0545 0.5483
Br -0.5271 -1.2614 -1.5482
S -3.2186 1.1759 1.6210
O -4.6686 1.0208 1.4486
O -2.4976 -0.1039 1.8870
O -2.5995 1.9534 0.5498
C 1.7055 1.5412 0.6576
C 0.9435 -4.2239 -1.7369
C 1.1518 2.0854 -0.5689
C -0.0514 2.9501 1.1993
C 0.9442 2.1073 1.7525
C -3.0698 2.1595 3.0958
C 0.7661 -3.5762 -3.0029
C 2.0004 -2.9440 -3.3471
C 0.0635 2.9294 -0.2218
C 2.9352 -3.1967 -2.3018
C 2.2782 -3.9903 -1.3039
H -0.7123 3.5925 1.7672
H 2.6745 1.0655 0.7470
H 1.2271 2.0695 2.7994
H -0.1436 -3.5650 -3.5959
H -0.5321 3.5087 -0.9123
H 0.1778 -4.7771 -1.2035
H 3.9646 -2.8559 -2.2710
H 2.7232 -4.3549 -0.3845
H -3.8408 1.8540 3.8037
H -3.1932 3.2140 2.8354
H 2.1794 -2.3675 -4.2489
H -2.0726 1.9748 3.4938
H 1.5700 1.9604 -1.5587
*
```

=====

# 11
The following is a DFT calculation (wB97M-V/def2-TZVPD) of a cluster of 4 separate species, C11H13BrN4O3 in total at a distorted geometry.

The calculation puts the maximum force at 2.42 eV/Å. The highest occupied orbital energy is -9.7 eV. The energy relative to the best compared isomer or geometry (same formula, charge and spin) comes out at 0.0 kcal/mol. As for the structure (SMILES): NCC1=C(Br)C(=O)OC1=O.CC#N.CC#N.CC#N. As for the orbital gap: 0.3341 Eh.

Structure (ORCA input):
```
! wB97M-V def2-TZVPD RIJCOSX def2/J DEFGRID3
* xyz 0 1
Br -3.7049 -0.1978 2.9086
O -3.8848 -3.4990 0.3028
O -1.9154 -3.3001 -0.8470
O -5.6428 -2.4147 1.0931
N -0.0935 1.3777 -0.5342
N 0.1532 -2.3376 1.0294
N 2.8225 3.0497 1.1541
N 2.9482 -0.1040 -3.5315
C -4.4826 -2.4506 1.0419
C 1.9461 3.7294 1.4486
C 4.0500 0.2864 -1.2017
C -0.0541 0.8296 -1.5427
C -0.0041 0.1284 -2.8152
C -3.4095 -1.5506 1.6020
C 3.4381 0.0681 -2.5066
C -2.6363 -3.0037 0.0271
C -2.2582 -1.8908 1.0154
C 0.8297 4.5882 1.8181
C -0.8577 -1.2965 1.2728
H 3.3279 0.1464 -0.3970
H 0.5655 5.2649 1.0059
H -0.6740 -0.3945 0.6737
H 0.9159 0.3735 -3.3497
H -0.0564 4.0012 2.0586
H 4.4448 1.2981 -1.1137
H -0.8325 -1.0946 2.3590
H -0.0260 -0.9529 -2.6749
H 4.8739 -0.4064 -1.0309
H 1.0697 5.1969 2.6897
H 0.3217 -2.4603 0.0366
H -0.1522 -3.2320 1.3969
H -0.8470 0.3916 -3.4549
*
```

=====

# 12
The following is a DFT calculation (wB97M-V/def2-TZVPD) of a structure of composition C11H13Cl2F4N2Ru.

The calculation puts the maximum force at 0.90 eV/Å. The highest occupied orbital energy (alpha / beta) is -19.8 / -20.3 eV. As for the orbital gap (alpha / beta): 0.2953 / 0.2230 Eh.

Structure (ORCA input):
```
! wB97M-V def2-TZVPD RIJCOSX def2/J DEFGRID3
* xyz 3 5
Ru -0.1996 0.7151 -0.0757
Cl -1.7054 2.4851 -1.3269
Cl 1.2142 2.3318 -1.4695
F -2.4489 -5.3928 -0.2315
F -0.6734 -0.5642 -1.9139
F -1.6454 -3.5947 1.4979
F -1.5449 -2.4230 -3.6963
N -0.5796 -1.0142 0.6700
N 0.2391 1.2253 1.8328
C -0.3112 -1.1762 2.1232
C -2.0410 -4.2727 -0.7217
C -1.0830 -1.9980 -0.1475
C -1.5844 -3.2961 0.2478
C -1.5711 -2.7337 -2.4534
C -1.0737 1.7096 2.3782
C 1.2918 2.2702 2.0660
C -0.2526 3.1600 -2.1494
C 0.6658 -0.0766 2.4840
C -1.1257 -1.7794 -1.4978
C -2.0384 -4.0017 -2.0547
H 0.7314 0.0994 3.5593
H -1.2459 2.7237 2.0240
H -0.1786 4.2132 -1.8978
H 0.1321 -2.1501 2.3289
H 0.9641 3.2032 1.6140
H -0.3078 2.9331 -3.2090
H 1.6659 -0.2942 2.1050
H -1.2546 -1.1006 2.6681
H 1.4039 2.4006 3.1431
H -1.8880 1.0526 2.0615
H 2.2287 1.9327 1.6269
H -2.3796 -4.7091 -2.8030
H -1.0259 1.7015 3.4693
*
```